1.
62
Properties=species:S:1:pos:R:3:forces:R:3 method="wB97M-V/def2-TZVPD" e_above_lowest_kj_mol=10.9 e_lumo_ev=-4.047 total_energy_ev=-133774.07409 charge=+1
Ta 0.14446 0.80645 -2.90998 2.4 1.1 -0.4
C -1.33978 -3.75313 3.44127 -0.1 0.0 0.0
C 0.04135 -3.18854 3.08348 0.0 0.1 0.0
C 0.61142 -2.42028 4.28363 0.0 0.0 0.1
C 0.97391 -4.35577 2.76359 0.0 0.0 0.0
C -0.10332 -2.22848 1.90068 0.0 0.0 0.0
C 0.56938 -2.42932 0.69972 -0.2 0.1 0.2
C 0.36575 -1.50440 -0.29947 0.1 -0.2 0.2
Br 1.29156 -1.68415 -1.93195 0.3 -0.2 -0.5
C -0.46510 -0.41300 -0.16544 0.2 0.3 -0.7
O -0.54268 0.40859 -1.27589 -0.5 -0.5 1.3
C -1.14334 -0.16214 1.01538 -0.1 -0.1 0.3
C -0.92747 -1.10581 2.01899 -0.1 0.0 0.1
C -2.04633 1.05721 1.21084 0.1 -0.1 -0.1
C -2.64184 1.08276 2.61813 -0.1 0.0 0.1
C -1.22931 2.34233 1.01616 0.0 0.1 0.0
C -3.20344 1.00412 0.20277 -0.1 0.0 0.0
H -1.25185 -4.45533 4.27274 0.0 0.0 0.0
H -1.77838 -4.28465 2.59389 0.0 0.0 0.0
H -2.03309 -2.96617 3.74354 0.0 0.0 0.0
H 0.73885 -3.09658 5.13133 0.0 0.0 0.0
H -0.05165 -1.61294 4.59990 0.0 0.0 0.0
H 1.58511 -1.98532 4.04762 0.0 0.0 0.0
H 1.03716 -5.01393 3.63095 0.0 0.0 0.0
H 1.98896 -4.02051 2.53498 0.0 0.0 0.0
H 0.60605 -4.95383 1.92573 0.0 0.0 0.0
H 1.23025 -3.26944 0.54865 0.0 0.0 0.0
H -1.43298 -0.96055 2.96373 0.0 0.0 -0.1
H -1.87278 1.15828 3.38983 0.0 0.0 0.0
H -3.25742 0.20439 2.82420 0.0 0.0 0.0
H -3.28269 1.96024 2.70820 0.0 0.0 0.0
H -0.36823 2.36539 1.68631 0.0 0.0 0.0
H -1.86051 3.20554 1.23776 0.0 0.0 0.0
H -0.86119 2.45461 -0.00352 0.0 0.0 0.0
H -3.78294 0.08590 0.32341 0.0 0.0 0.0
H -2.86108 1.05413 -0.83071 0.0 0.0 0.0
H -3.87451 1.84840 0.37400 0.0 0.0 0.0
O -2.38982 3.73679 -4.13132 -0.1 0.0 0.1
P -1.48879 2.48889 -4.02023 -0.2 0.0 -0.2
O -0.65056 1.98898 -5.12599 -0.1 0.2 0.1
O -0.54515 2.64745 -2.76800 -0.7 0.2 -0.4
O -2.39490 1.21377 -3.52317 0.4 -0.2 -0.1
P -2.24691 -0.35858 -4.11679 0.3 0.4 -0.4
O -2.71433 -1.16982 -2.85778 0.0 0.0 0.2
O -2.96484 -0.59027 -5.35034 0.2 0.1 0.0
O -0.65193 -0.50103 -4.05313 -1.5 -0.7 -0.2
H -2.78002 3.90885 -5.00072 0.0 0.0 0.0
H -3.55445 -1.62639 -3.00098 0.0 0.0 0.0
C 4.72677 2.32883 0.23887 0.0 0.0 -0.2
N 3.98966 2.06893 -1.00613 0.2 0.0 0.0
C 4.59061 2.15920 -2.21376 0.0 0.1 0.3
C 3.97392 1.86624 -3.39198 0.0 0.0 0.0
C 2.64472 1.45711 -3.25508 -0.3 -0.3 -0.5
O 1.83581 1.02890 -4.18476 -0.2 0.0 0.7
N 2.02302 1.44021 -2.06586 -0.2 -0.2 0.2
C 2.65490 1.64821 -0.86051 0.2 0.2 0.0
O 2.15501 1.50458 0.22458 -0.1 -0.1 -0.1
H 5.70946 2.70708 -0.02708 0.0 0.0 0.1
H 4.81950 1.41233 0.81515 0.0 0.0 0.0
H 4.18957 3.06566 0.82831 0.0 0.0 0.0
H 5.62429 2.47825 -2.18278 0.0 0.0 0.0
H 4.47215 1.92173 -4.34498 0.0 0.0 0.0

2.
29
Properties=species:S:1:pos:R:3:forces:R:3 method="wB97M-V/def2-TZVPD" e_above_lowest_kj_mol=105.2 e_lumo_ev=-4.245 total_energy_ev=-37962.82231 charge=+1
C 1.96795 0.31823 -1.16879 -0.2 0.0 -0.2
C 2.27761 -1.44802 0.48443 1.5 0.8 0.9
C 3.25161 0.72310 -0.95270 1.7 1.8 -1.3
C 3.60680 -0.91651 0.69999 -0.5 -1.5 -0.3
C 1.47755 -0.79958 -0.47458 0.8 0.6 0.7
C 4.11560 0.14080 -0.04814 -1.3 -0.9 1.0
C -2.88006 -1.35940 -0.54803 0.0 0.7 -0.3
C 0.10986 -1.10788 -0.57755 -2.0 2.8 -0.3
C -1.71941 2.42520 0.86535 -1.0 -1.4 2.4
C -0.67669 1.46346 0.35242 -0.3 0.8 -4.4
C -1.24265 0.44565 -0.63271 1.6 -1.8 -0.4
N -3.69354 -2.08445 0.24344 -0.7 -0.2 0.9
N -2.35281 -0.14311 -0.05078 -0.5 -2.6 -1.7
S -0.67368 -2.43570 -0.43956 -1.2 -2.0 0.0
Cl 5.66697 0.82749 0.28410 -0.4 -0.4 -0.2
H 1.31840 0.86971 -1.86712 0.5 -0.4 0.3
H 1.83697 -2.22011 1.19204 0.8 0.9 -1.3
H 3.76059 1.53860 -1.49005 -1.0 -0.1 -0.1
H 4.33662 -1.41794 1.32786 -0.5 0.0 0.4
H -2.98067 -1.45253 -1.65567 0.1 0.2 1.1
H -1.29116 2.87157 1.75231 -0.1 0.2 0.4
H -2.76538 2.00108 1.17837 2.1 0.3 -0.6
H -1.92841 3.21969 0.26195 -0.5 2.0 -2.1
H -0.29241 0.93473 1.13862 1.3 -1.4 2.1
H 0.17802 1.85639 -0.28473 -0.9 0.4 1.5
H -1.34172 0.59821 -1.71324 0.1 0.4 0.4
H -4.49611 -2.74765 -0.00663 2.1 1.6 0.1
H -3.53974 -1.87706 1.24688 -0.7 -0.6 -0.9
H -2.03012 -0.22397 0.88252 -0.9 -0.3 1.7

3.
29
Properties=species:S:1:pos:R:3:forces:R:3 method="wB97M-V/def2-TZVPD" e_above_lowest_kj_mol=0.0 e_lumo_ev=0.541 smiles="C=[P@@](Cl)(c1ccccc1)C(C)(C)C" total_energy_ev=-33476.06076
C 0.76797 0.08209 -2.29857 -3.8 1.6 0.6
P 0.57756 0.79372 -0.75977 -0.5 -2.3 0.4
Cl 0.84607 2.81719 -0.06281 0.0 -0.5 -0.2
C -1.20759 0.51457 -0.24765 0.1 -0.1 -0.1
C -1.97574 -0.40511 -0.95861 -0.7 -0.4 -2.1
C -3.38338 -0.56122 -0.86260 3.4 1.4 1.9
C -3.96663 0.13233 0.14563 -2.5 -0.3 0.3
C -3.22885 0.94468 1.01438 -0.7 -1.4 -1.4
C -1.89512 1.16624 0.79602 -0.1 0.2 -0.1
C 1.74684 -0.25074 0.38490 0.6 3.5 0.6
C 1.73146 -1.65401 -0.03304 0.4 -1.1 1.7
C 3.18048 0.36842 0.07819 -1.5 -1.1 -0.7
C 1.41312 -0.16542 1.90575 2.2 2.2 -1.4
H 1.66746 0.14599 -2.81235 1.6 0.0 -0.8
H -0.17882 0.25612 -2.94810 1.8 -0.2 0.9
H -1.63350 -0.94110 -1.84700 0.9 0.1 0.6
H -3.84987 -1.26943 -1.44878 -1.1 -1.1 -1.3
H -5.07907 -0.01532 0.18459 1.1 0.5 0.7
H -3.74225 1.34489 1.83953 -0.4 0.9 0.9
H -1.57082 1.94812 1.44220 1.4 0.3 0.2
H 0.76418 -1.93941 -0.22772 -2.4 -0.9 -0.6
H 2.30079 -1.89018 -0.87096 1.0 -0.2 -1.5
H 2.03802 -2.30973 0.80012 0.3 0.3 -0.2
H 3.18359 1.43071 0.24229 0.2 0.4 0.3
H 3.27886 0.18333 -1.02287 0.6 0.1 1.0
H 3.94020 -0.14728 0.68358 -0.1 0.2 -0.4
H 1.77410 0.77605 2.38546 -0.6 -0.5 -0.5
H 0.47095 -0.43633 2.22950 -2.3 -0.2 0.2
H 2.03000 -0.91919 2.26868 1.3 -1.3 1.1